(1)
Here is a molecular structure, C22H42CeNP3S2 in a non-equilibrium geometry from the OMol25 dataset. Energies are from ωB97M-V/def2-TZVPD.

Each line ends with the Mulliken charge.
Cartesian coordinates (Å):
1 C 2.170 -0.175 3.063  -1.24
2 N 2.241 4.036 -0.254  0.02
3 H 4.105 -1.642 -2.491  0.59
4 C -4.744 2.346 0.849  -0.84
5 C -4.227 1.217 1.456  -0.35
6 H -4.624 1.218 -2.407  0.50
7 H -8.204 1.120 -0.431  0.29
8 H -7.107 1.751 2.424  0.28
9 H -3.653 -0.774 -1.267  0.20
10 H 5.177 3.579 2.195  0.46
11 H 3.155 -3.131 0.897  0.40
12 P 2.356 -0.364 -1.380  0.79
13 H -2.798 -2.597 -1.123  0.21
14 H 2.023 1.484 -2.910  0.39
15 C 2.176 0.401 -3.045  -1.28
16 H -2.030 -4.135 -1.679  0.56
17 C 0.709 -3.977 -0.854  -1.24
18 H -5.555 3.118 -0.987  0.62
19 H 3.540 -2.482 -1.019  0.32
20 H 1.380 0.575 3.219  0.36
21 H 1.383 -2.937 3.622  0.53
22 H 1.433 4.202 -0.863  0.27
23 C -4.952 2.324 -0.530  -0.38
24 H -8.017 0.186 1.890  0.27
25 H -4.270 1.083 2.530  0.54
26 C 3.255 -2.303 1.610  -1.46
27 C -0.324 -2.378 -2.952  -1.31
28 C -1.987 -3.314 -0.942  -1.22
29 C 3.835 0.546 -0.770  -0.80
30 H -7.375 2.692 0.170  0.28
31 H 0.498 -3.498 2.167  0.26
32 H 0.343 -4.800 -1.483  0.48
33 H -5.061 3.237 1.406  0.55
34 C -7.675 1.651 0.379  -0.49
35 H -2.093 -3.713 0.076  0.38
36 H 3.089 0.223 -3.635  0.43
37 H 3.628 1.624 -0.771  0.03
38 Ce -0.278 0.292 0.253  0.22
39 C -3.648 0.179 0.671  0.22
40 C 4.352 3.679 1.483  -0.44
41 S -2.612 -0.983 1.396  -0.08
42 H 0.688 -2.390 -3.373  0.40
43 H -0.887 -3.220 -3.372  0.49
44 P 1.664 -1.388 1.766  0.94
45 P -0.349 -2.496 -1.113  1.06
46 C -7.562 1.149 1.619  -0.52
47 C 3.495 4.417 -0.658  -0.37
48 H 2.566 -2.544 -2.516  0.42
49 H 4.680 0.332 -1.446  0.54
50 H 5.568 4.469 -0.138  0.46
51 H 3.546 -2.721 2.587  0.53
52 H 1.757 -3.792 -1.111  0.24
53 H 1.303 -0.037 -3.556  0.34
54 C 3.217 -1.913 -1.900  -1.59
55 H -0.822 -1.447 -3.245  0.32
56 C -4.491 1.252 -1.316  -0.64
57 H 3.084 0.346 2.743  0.32
58 H 3.547 4.910 -1.634  0.44
59 H 2.802 2.861 2.817  0.58
60 S 0.407 2.837 1.236  -0.47
61 H -1.271 0.073 -1.269  0.05
62 H 4.083 0.226 0.253  0.23
63 H 2.366 -0.707 4.006  0.52
64 H -0.184 -2.193 3.151  0.38
65 C 0.754 -2.623 2.777  -1.21
66 C -3.939 0.132 -0.707  0.03
67 H 4.060 -1.645 1.265  0.37
68 H 0.662 -4.299 0.194  0.34
69 C 3.067 3.264 1.842  -0.51
70 C 4.565 4.218 0.202  -0.49
71 C 2.010 3.369 0.932  0.53

- Multiplicity: 2
- Total charge: +3
- Expectation value of S²: 1.1237
- E: -3212.73874 Ha

***

(2)
Here is a molecular structure, C22H42Cl3CoN2O4Si in a non-equilibrium geometry from the OMol25 dataset. Energies are from ωB97M-V/def2-TZVPD.

Each line ends with the Mulliken charge.
Cartesian coordinates (Å):
1 H -2.375 -3.292 -4.983  0.41
2 H 1.526 -0.527 1.655  0.18
3 H -1.319 5.345 -3.034  0.46
4 H 2.124 4.276 -3.344  0.35
5 C -1.025 2.700 1.245  -0.30
6 C -2.334 -3.893 0.982  -0.54
7 C -0.428 -3.926 -3.143  0.02
8 H -0.515 -1.726 3.244  0.40
9 H 3.589 -0.662 -3.229  0.32
10 H 1.018 -2.631 -0.467  0.01
11 C -2.354 -3.005 -0.101  -0.53
12 H -2.579 -1.642 -4.285  0.31
13 H -1.854 -1.038 -2.089  -1.09
14 O 2.738 -0.012 0.099  -0.62
15 Cl -3.025 1.017 -1.899  -0.55
16 H -0.064 -0.114 4.973  0.39
17 H -0.095 -4.300 -2.179  0.49
18 C -0.935 5.140 1.091  -1.18
19 H -1.190 5.426 2.120  0.31
20 C 1.645 3.653 -4.101  -1.09
21 C 2.885 -1.153 -0.293  0.19
22 H 3.171 -1.996 0.401  0.20
23 C -1.009 -1.794 -2.023  1.51
24 N 2.733 -1.577 -1.583  0.54
25 H -0.653 2.944 -5.988  0.34
26 C 0.654 -0.125 4.153  -1.15
27 H -3.295 -4.265 1.372  0.30
28 C -1.128 -4.312 1.559  -0.60
29 C 0.074 -2.997 -0.049  0.98
30 O -0.536 1.627 1.538  -0.55
31 C 0.079 -0.845 2.950  0.01
32 H 2.434 0.359 -2.290  0.11
33 H 1.569 -0.618 4.491  0.32
34 C -1.124 -2.619 -0.659  -0.29
35 H -1.132 -2.046 -5.274  0.21
36 H 1.601 4.134 -5.083  0.35
37 H -0.237 5.885 0.696  0.31
38 C 2.645 -0.632 -2.681  -0.94
39 H 1.164 3.929 2.606  0.34
40 H 2.154 -3.369 -2.555  0.15
41 H 3.886 -2.946 -2.677  0.35
42 H 1.045 -4.074 1.515  0.33
43 C -1.404 4.447 -2.424  -0.81
44 O 0.131 -1.150 -1.897  0.06
45 C -1.848 -2.430 -4.505  -1.86
46 C 1.107 3.869 1.500  -0.92
47 H -1.403 4.440 -5.228  0.48
48 H 1.566 4.787 1.113  0.33
49 Co -1.530 1.848 -3.328  0.34
50 H 1.838 -0.927 -3.348  0.25
51 Cl -0.559 0.334 -4.675  -0.50
52 H -3.279 -2.632 -0.563  0.37
53 H 3.227 -3.589 -1.116  0.26
54 H -0.569 -0.167 2.371  0.18
55 C 0.094 -3.821 1.067  -0.94
56 H -2.160 2.797 -5.021  0.36
57 C 3.014 -2.950 -1.995  -0.88
58 H -1.186 4.652 -1.394  -0.09
59 H -2.459 4.188 -2.461  0.40
60 H 1.661 2.978 1.155  0.13
61 H 2.207 2.717 -4.223  0.32
62 N -0.287 3.844 1.060  0.57
63 H -2.113 2.869 1.093  0.31
64 C -0.066 -4.765 -4.344  -1.68
65 Cl 0.211 1.983 -1.600  0.04
66 H 0.385 -4.148 -5.129  0.28
67 H 0.645 -5.547 -4.055  0.35
68 C -1.113 -2.782 -3.235  0.39
69 O 1.085 -1.298 2.050  -0.37
70 H -1.838 5.132 0.491  0.45
71 H 0.884 0.908 3.879  0.15
72 C -1.211 3.359 -5.138  -1.31
73 H -1.114 -4.997 2.397  0.35
74 Si -0.060 3.580 -3.460  0.77
75 H -0.962 -5.236 -4.752  0.48

- Multiplicity: 4
- Total charge: -1
- Expectation value of S²: 3.7696
- E: -4326.73826 Ha

***

(3)
Here is 9 unconnected molecules or ions with the total composition C22H42F8N4O18PS2 in a non-equilibrium geometry from the OMol25 dataset. Energies are from ωB97M-V/def2-TZVPD.

Each line ends with the Mulliken charge.
Cartesian coordinates (Å):
1 H 0.595 5.201 1.163  0.38
2 H -1.033 2.240 -1.567  -0.32
3 H -2.468 1.984 -2.436  0.29
4 C 1.452 3.273 0.567  0.22
5 N 4.714 0.299 3.317  0.13
6 O 6.657 1.289 3.914  -0.66
7 O -1.596 3.823 -2.807  -0.37
8 H -4.038 -4.296 0.616  0.39
9 H 0.898 -1.291 2.162  0.00
10 C -2.396 4.872 -2.566  0.55
11 O -5.378 1.174 3.633  -0.33
12 C 5.762 -0.352 5.405  -0.96
13 O 2.213 2.983 -0.612  0.00
14 H 6.312 0.148 6.198  0.33
15 O -0.732 -2.930 -5.240  -0.38
16 H 2.440 -0.152 -1.593  -0.27
17 C -2.862 3.396 -0.890  0.63
18 C 3.034 0.333 -2.362  -0.07
19 H -2.798 -1.362 -3.333  -0.06
20 O -1.267 -2.018 -7.247  -0.52
21 H -5.773 -1.629 -2.522  0.25
22 C -3.461 0.340 2.525  0.30
23 O -4.073 1.360 1.673  -0.13
24 H 2.118 3.290 1.429  0.19
25 H -2.664 0.888 3.030  0.25
26 C -3.407 -3.749 -0.081  -0.85
27 O -2.454 5.882 -3.171  -0.53
28 C -6.379 -1.964 -1.674  -1.00
29 H 5.249 0.965 1.385  0.38
30 F -0.198 0.130 -1.605  -0.41
31 H 3.422 -2.949 1.473  0.21
32 F -1.058 -1.556 1.014  -0.50
33 H -3.138 -0.411 1.815  -0.44
34 S 2.432 4.307 -1.520  1.06
35 F -2.377 -3.812 -3.953  -0.36
36 O -6.152 2.595 1.795  -0.58
37 C -5.652 -3.007 -0.850  0.80
38 O 3.144 -2.234 4.156  -0.68
39 C -1.916 2.772 -1.906  0.12
40 H 3.282 -2.152 -2.674  0.23
41 F -2.146 3.635 0.271  -0.22
42 H -0.677 -3.136 -3.180  0.16
43 H 2.711 -4.232 2.485  0.36
44 H -7.260 -2.447 -2.098  0.34
45 N 1.413 -1.326 3.029  0.11
46 H 4.414 2.180 2.367  0.27
47 C -1.343 -2.893 -4.000  0.75
48 H 6.168 -2.374 -2.613  0.26
49 C -1.415 -2.062 -6.076  0.54
50 F -2.163 -0.711 -0.812  -0.24
51 H -3.868 -2.173 -1.396  -0.03
52 F -0.440 -2.117 -1.141  -0.55
53 O -3.194 4.619 -1.461  -0.42
54 C 0.792 4.614 0.272  0.07
55 H 4.756 -0.563 5.772  0.26
56 F -0.798 0.626 0.530  -0.64
57 H 3.558 0.780 1.669  0.13
58 C -1.918 -1.502 -3.949  0.32
59 O 1.600 4.186 -2.661  -0.53
60 C 5.317 -2.547 -3.271  -0.91
61 C 2.419 -2.213 3.169  0.79
62 H -0.123 4.474 -0.297  -0.17
63 S -4.998 2.287 2.555  1.11
64 H 1.482 0.617 3.859  0.28
65 H -5.313 -0.687 2.890  0.33
66 P -0.599 -0.738 -0.310  2.12
67 H -6.689 -1.086 -1.115  0.21
68 H 3.359 1.285 -1.943  0.06
69 H 1.683 -3.296 1.423  0.21
70 C 2.556 -3.239 2.075  -1.08
71 N 4.191 -1.753 -2.826  -0.09
72 H 1.413 -0.733 5.006  0.41
73 O -4.270 3.324 3.165  -0.57
74 O -6.252 -3.773 -0.108  -0.69
75 H -2.896 -4.438 -0.751  0.22
76 H 6.252 -1.299 5.183  0.22
77 O -2.255 -1.311 -5.347  -0.38
78 C 4.261 -0.389 -2.862  0.37
79 N -4.302 -2.925 -0.888  0.11
80 F 0.933 -0.841 0.160  -0.51
81 H -4.360 -0.497 4.383  0.31
82 C 4.481 1.115 2.149  -0.84
83 C 1.044 -0.363 4.050  -1.07
84 H 5.613 -2.223 -4.272  0.28
85 H -2.785 -3.044 0.459  0.17
86 H -1.183 -0.745 -3.677  -0.10
87 C 5.751 0.514 4.165  0.59
88 H 3.982 -0.330 3.607  0.14
89 H 2.399 0.671 -3.186  0.43
90 H -0.043 -0.350 4.099  0.31
91 C -4.616 -0.043 3.433  -0.28
92 O 3.804 4.607 -1.663  -0.59
93 H 0.683 2.509 0.686  -0.19
94 H -3.712 2.767 -0.654  0.31
95 O 1.801 5.319 -0.470  -0.40
96 H 5.069 -3.603 -3.304  0.36
97 O 5.257 0.195 -3.240  -0.67

- Total charge: -1
- E: -4373.94321 Ha